119
Properties=species:S:1:pos:R:3:forces:R:3 method="wB97M-V/def2-TZVPD" e_tot_ha=-3677.2035 e_above_lowest_kj_mol=164.59 gap_ha=0.151 total_charge=-1 fmax_ev_per_a=1.10
Rb 0.0786 0.7606 -0.8389 1.0 -0.2 0.3
N 2.7593 -2.8032 1.8639 0.0 0.0 0.1
C 1.7096 -2.0134 1.5388 0.0 0.1 -0.1
N 1.6870 -0.7354 1.6527 0.1 0.2 -0.1
C 2.8120 -0.0670 2.1400 0.0 -0.3 -0.1
N 2.8573 1.2077 2.2593 0.0 0.1 0.2
N 1.7321 1.8578 1.8019 -0.1 -0.2 -0.4
C 1.1323 2.6028 2.6247 -0.1 0.1 0.1
C -0.1086 3.3050 2.2115 0.0 -0.2 0.1
C -0.3694 4.5891 2.6643 0.0 0.1 0.0
C -1.5275 5.2200 2.2380 0.0 0.0 0.0
C -2.3968 4.5322 1.4142 0.0 0.0 0.0
C -2.0752 3.2298 1.0557 0.1 0.0 0.0
N -0.9528 2.6256 1.4296 -0.1 0.1 0.0
C 3.9741 -0.8738 2.5686 -0.1 0.0 0.1
C 5.1066 -0.3150 3.1568 0.1 0.0 0.0
C 6.1494 -1.1146 3.5822 0.0 0.0 0.0
C 6.0654 -2.4994 3.4357 0.0 0.0 0.0
C 4.9487 -3.0740 2.8648 0.0 0.0 0.0
C 3.9031 -2.2602 2.4286 0.0 0.0 0.0
H 2.6886 -3.7912 1.6906 0.0 -0.1 0.0
H 0.8329 -2.5289 1.1588 -0.1 0.0 0.0
H 1.4808 2.7253 3.6541 0.1 0.1 0.0
H 0.3330 5.0869 3.3212 0.0 0.0 0.0
H -1.7399 6.2387 2.5386 0.0 0.0 0.0
H -3.2947 4.9941 1.0288 0.0 0.0 0.0
H -2.7395 2.6443 0.4314 0.0 0.0 0.0
H 5.1368 0.7602 3.2751 0.0 0.0 0.0
H 7.0246 -0.6696 4.0367 0.0 0.0 0.0
H 6.8730 -3.1329 3.7814 0.0 0.0 0.0
H 4.8695 -4.1502 2.7605 0.0 0.0 0.0
F -5.9371 -2.2622 -2.7038 -0.1 0.0 0.0
C -5.4192 -1.1333 -3.2572 -0.1 0.1 0.0
C -4.4266 -0.4605 -2.6053 0.1 -0.1 0.1
C -3.9286 0.7198 -3.1436 0.1 0.0 -0.1
C -2.8799 1.4384 -2.3823 0.0 -0.1 0.0
O -2.4689 0.9448 -1.3430 -0.5 0.2 0.1
C -2.4652 2.7112 -2.9360 -0.1 0.0 0.1
C -2.9764 3.0929 -4.1188 -0.1 -0.1 -0.1
N -3.8666 2.3536 -4.8857 0.0 0.0 0.0
C -4.2973 2.8646 -6.1535 -0.1 0.0 0.1
C -3.2564 3.3513 -7.1090 0.1 0.0 -0.1
C -3.9877 2.0716 -7.3910 0.0 -0.1 -0.1
C -4.4116 1.2002 -4.3666 0.0 0.0 0.0
C -5.4292 0.4889 -5.0183 0.0 0.0 -0.1
C -5.9390 -0.6733 -4.4667 0.0 0.0 0.0
N -7.0127 -1.3363 -5.1528 -0.1 0.0 0.0
C -7.1203 -2.7779 -5.0298 0.0 0.1 -0.1
C -7.9778 -3.2991 -6.1656 0.1 0.0 0.0
N -9.3344 -2.6464 -6.0454 0.1 0.1 0.0
C -9.2208 -1.1442 -6.1216 0.0 0.0 0.0
C -8.3033 -0.6915 -5.0041 0.1 -0.1 0.1
C -1.5374 3.6691 -2.1498 0.0 -0.1 -0.1
O -2.0806 4.7530 -1.8700 0.2 0.0 0.0
O -0.3965 3.2252 -1.9110 -0.4 0.3 -0.1
H -4.0176 -0.8164 -1.6653 0.0 0.0 0.0
H -2.7092 4.0484 -4.5502 0.0 0.0 0.0
H -5.2383 3.4075 -6.1330 0.0 0.0 0.0
H -2.2224 3.2793 -6.8000 0.0 0.0 0.0
H -3.4929 4.2258 -7.6987 0.0 0.0 0.0
H -3.4402 1.1484 -7.2522 0.0 0.0 0.0
H -4.7221 2.0512 -8.1861 0.0 0.0 0.0
H -5.8125 0.8245 -5.9733 0.0 0.0 0.0
H -7.5606 -3.0969 -4.0734 0.0 0.0 0.0
H -6.1336 -3.2297 -5.0972 0.0 0.0 0.0
H -8.1173 -4.3773 -6.1196 0.0 0.0 0.0
H -7.5690 -3.0120 -7.1319 0.0 0.0 0.0
H -9.7132 -2.8871 -5.1265 -0.1 0.0 0.0
H -9.9791 -3.0028 -6.7476 0.0 0.0 0.0
H -10.2205 -0.7217 -6.0446 0.0 0.0 0.0
H -8.7862 -0.9102 -7.0909 0.0 0.0 0.0
H -8.7707 -0.9240 -4.0298 0.0 0.0 0.0
H -8.1837 0.3877 -5.0577 0.0 0.0 0.0
N -0.7894 -1.7426 -2.2593 -0.3 -0.1 -0.1
C -0.6752 -2.7951 -2.7032 0.3 0.0 0.0
C -0.4595 -4.1081 -3.2555 -0.1 0.0 0.1
C -1.1735 -5.1902 -2.7427 -0.1 0.0 0.0
C -0.9522 -6.4561 -3.2617 0.0 0.0 0.0
C -0.0238 -6.6377 -4.2805 0.0 0.0 0.0
C 0.6885 -5.5549 -4.7800 -0.1 0.0 0.0
C 0.4790 -4.2831 -4.2688 0.0 0.0 -0.1
H -1.8846 -5.0267 -1.9427 0.1 0.0 0.0
H -1.4947 -7.3037 -2.8616 0.0 0.0 0.0
H 0.1686 -7.6313 -4.6640 0.0 0.0 0.0
H 1.4282 -5.7058 -5.5554 0.0 0.0 0.0
H 1.0685 -3.4375 -4.6036 0.0 0.0 0.0
F 5.4048 -5.3532 -4.8876 0.0 0.0 0.0
C 4.5181 -5.1576 -3.8906 0.1 0.0 -0.1
C 4.3903 -3.9566 -3.3167 0.1 0.1 0.3
N 3.5646 -3.7161 -2.2415 -0.3 0.1 -0.5
C 3.2551 -2.2986 -1.9454 0.2 -0.2 0.0
C 2.5821 -1.5550 -3.1369 0.0 0.2 -0.3
O 2.7251 -2.1117 -4.2521 -0.1 0.0 0.1
O 2.0334 -0.4776 -2.8522 0.2 -0.3 0.2
C 2.7088 -4.7086 -1.8069 0.1 0.2 0.3
O 1.9030 -4.5684 -0.9035 0.0 0.1 0.0
N 2.8550 -5.9278 -2.4410 0.1 -0.1 -0.1
C 3.6862 -6.2661 -3.5079 -0.2 -0.1 0.2
O 3.6593 -7.3789 -3.9991 0.0 0.0 0.0
H 5.0052 -3.1300 -3.6362 -0.1 0.1 -0.1
H 4.2049 -1.7993 -1.7473 -0.1 0.1 0.2
H 2.6215 -2.2463 -1.0694 0.0 -0.1 0.1
H 2.2013 -6.6392 -2.1493 0.0 0.0 0.0
O -3.3375 -2.9273 3.5301 0.2 0.0 -0.1
C -2.2596 -2.4019 3.1809 -0.1 0.0 0.0
O -1.6952 -2.3883 2.0644 0.0 -0.1 0.1
C -1.4904 -1.6672 4.3001 0.1 -0.1 0.0
C -1.7173 -1.9800 5.6379 0.0 0.0 0.0
C -0.9736 -1.3836 6.6426 0.0 0.0 0.0
C -0.0032 -0.4585 6.2878 0.0 0.0 0.0
C 0.2369 -0.1162 4.9658 0.0 0.1 0.0
C -0.5197 -0.7223 3.9771 -0.1 -0.1 0.0
N 0.7878 0.1862 7.3457 0.0 -0.1 -0.1
O 1.5921 1.0435 7.0248 0.0 0.0 0.0
O 0.6038 -0.1637 8.5006 0.0 0.0 0.0
H -2.4914 -2.7023 5.8620 0.0 0.0 0.0
H -1.1261 -1.6196 7.6860 0.0 0.0 0.0
H 1.0087 0.6039 4.7319 0.0 0.0 0.0
H -0.3711 -0.5013 2.9304 0.1 0.1 0.0